(1)
# C40H41IMoN5O8SSi

A molecular structure, C40H41IMoN5O8SSi at a distorted geometry (ωB97M-V with the def2-TZVPD basis set, the Open Molecules 2025 dataset).

<S²>: 3.783
E_HOMO (alpha / beta): -1.5833 / -2.3071 eV
Energy relative to the best compared isomer or geometry (same formula, charge and spin): 0.470 eV
Total energy: -94643.0231 eV

The geometry in ORCA input format:
```
! RIJCOSX wB97M-V def2-TZVPD def2/J DEFGRID3
* xyz -2 4
Mo -0.6663 0.7351 0.4805
I -2.2255 2.8131 3.5770
C -0.8002 4.0563 2.6558
C -1.0106 5.3953 2.8411
C -0.0030 6.3180 2.5119
C 1.2209 5.8502 2.1370
C 1.4585 4.4669 1.9786
C 2.7761 4.0103 1.7338
C 3.0101 2.6763 1.6269
C 1.9238 1.7774 1.5773
C 0.5912 2.1448 1.6838
C 0.3921 3.5175 2.0943
H -1.9409 5.7399 3.2720
H -0.1923 7.3802 2.6085
H 2.0412 6.5333 1.9464
H 3.5748 4.7400 1.6529
H 4.0175 2.3020 1.4747
H 2.1704 0.7489 1.3402
O -2.5759 0.3282 1.5265
N -3.6579 0.8808 1.0057
C -4.8296 0.2686 1.2699
C -6.0261 0.7701 0.8405
C -6.0234 1.9634 0.1087
C -4.8272 2.5714 -0.1603
C -3.5937 2.0309 0.2668
S -2.1146 2.7889 -0.1048
H -4.7141 -0.6364 1.8478
H -6.9387 0.2386 1.0696
H -6.9488 2.3975 -0.2481
H -4.7738 3.4875 -0.7312
C 2.4127 -5.3415 -0.8647
O 1.5556 -4.2271 -0.9268
C 0.4025 -4.2757 -0.1925
C 0.0127 -5.3725 0.5643
C -1.1948 -5.3467 1.2541
C -2.0133 -4.2325 1.1887
C -1.6138 -3.1278 0.4497
C -0.4043 -3.1325 -0.2282
N -0.0267 -1.9860 -0.9644
C 0.9027 -1.0925 -0.5109
N 1.8214 -1.5407 0.4729
C 1.1635 -1.6051 1.7291
C 0.0749 -0.7521 1.9510
C -0.5116 -0.8541 3.2213
C -0.0720 -1.7554 4.1763
C 0.9894 -2.6196 3.9067
C 1.6059 -2.5357 2.6696
O 2.6350 -3.3636 2.2479
C 3.1173 -4.2872 3.1861
N 0.9185 0.1336 -0.9941
C 2.1000 0.7507 -1.3931
C 2.1547 2.1416 -1.4953
C 3.2596 2.7674 -2.0448
C 4.3333 2.0206 -2.5138
C 4.2792 0.6339 -2.4495
C 3.1717 0.0050 -1.9024
O 3.0613 -1.3760 -1.8785
C 3.1470 -2.0159 -3.1352
H 3.2317 -5.1318 -1.5496
H 1.9077 -6.2601 -1.1793
H 2.8113 -5.4766 0.1452
H 0.6437 -6.2474 0.6308
H -1.4832 -6.2039 1.8501
H -2.9446 -4.2050 1.7395
H -2.2003 -2.2141 0.4312
H -0.8265 -1.4442 -1.3044
H 2.3135 -2.3784 0.1960
H -1.3435 -0.2052 3.4617
H -0.5538 -1.7987 5.1472
H 1.3124 -3.3366 4.6496
H 3.9580 -4.7983 2.7173
H 2.3533 -5.0252 3.4578
H 3.4638 -3.7928 4.0993
H 1.2975 2.7299 -1.1774
H 3.2616 3.8475 -2.1194
H 5.1979 2.5083 -2.9477
H 5.0961 0.0316 -2.8318
H 2.6682 -2.9892 -3.0205
H 4.1868 -2.1588 -3.4484
H 2.6206 -1.4437 -3.9034
C -2.8158 1.6933 -3.3390
Si -2.2852 0.0246 -2.6733
C -0.8721 -0.5478 -3.7929
C -3.7448 -1.1637 -2.9219
O -1.9004 -0.1069 -1.1039
H -2.9394 1.5952 -4.4242
H -2.0650 2.4696 -3.1614
H -3.7715 2.0157 -2.9179
H -1.1472 -0.4538 -4.8482
H -0.5889 -1.5865 -3.6012
H 0.0029 0.0806 -3.6116
H -4.1059 -1.1638 -3.9562
H -4.5720 -0.8609 -2.2722
H -3.4672 -2.1884 -2.6563
O 0.5753 6.2283 -2.5490
N 0.1773 5.0694 -2.2956
O -0.2581 4.3380 -3.2078
O 0.2096 4.6423 -1.1183
*
```

In the Mulliken picture, each atom carries the following charge in e: -1.049, 0.024, 0.067, -0.379, -0.798, -0.771, 0.855, -1.212, -1.065, 0.271, 1.273, 0.493, 0.361, 0.344, 0.294, 0.279, 0.387, -0.001, -0.052, 0.095, -0.405, -0.831, -0.338, -0.857, 0.130, -0.098, 0.513, 0.400, 0.358, 0.523, -1.037, -0.183, 0.422, -0.542, -0.825, -0.798, -0.595, 0.588, 1.236, -1.172, 0.133, 0.293, 1.488, -0.453, -1.429, -0.316, 0.521, -0.237, -1.244, 1.209, -1.308, -0.278, -0.632, -0.785, -0.649, 0.919, -0.182, -0.898, 0.234, 0.377, 0.311, 0.428, 0.355, 0.409, 0.437, 0.185, 0.440, 0.131, 0.347, 0.385, 0.277, 0.409, 0.425, 0.232, 0.533, 0.368, 0.356, 0.128, 0.255, 0.402, -1.009, 0.809, -1.270, -1.346, -0.493, 0.452, 0.223, 0.232, 0.544, 0.307, 0.173, 0.375, 0.250, 0.290, -0.750, 0.711, -0.619, -0.359

(2)
# C40H41N5P2SSiTi

A molecular structure, C40H41N5P2SSiTi (ωB97M-V with the def2-TZVPD basis set, the Open Molecules 2025 dataset).

E_HOMO: -6.9793 eV
Energy relative to the best compared isomer or geometry (same formula, charge and spin): 4.875 eV
Total energy: -109999.5225 eV

The geometry in ORCA input format:
```
! RIJCOSX wB97M-V def2-TZVPD def2/J DEFGRID3
* xyz 0 1
Ti -1.4133 -0.0410 0.8401
N 0.8195 -0.2900 4.7819
C 0.4022 -0.6144 3.5332
S -1.3015 -0.1168 3.2448
N 1.1973 -1.2084 2.7282
N 1.7693 -0.5983 0.1972
C 1.6191 -0.1880 -1.1181
C 2.8888 0.1858 -1.7904
C 3.5042 1.4022 -1.5090
C 4.6827 1.7595 -2.1412
C 5.2671 0.8978 -3.0620
C 4.6699 -0.3208 -3.3416
C 3.4872 -0.6738 -2.7033
C 0.3873 -0.0030 -1.7725
C 0.3791 0.2569 -3.1794
C -0.7884 0.3887 -3.8589
C -2.0290 0.2766 -3.1935
C -1.9748 0.0788 -1.8496
N -0.8111 -0.0200 -1.1456
H 0.1586 0.0380 5.4649
H 1.6986 -0.6769 5.0846
H 3.0616 2.0576 -0.7702
H 5.1463 2.7078 -1.9058
H 6.1892 1.1797 -3.5520
H 5.1221 -0.9979 -4.0521
H 3.0127 -1.6229 -2.9199
H 1.3214 0.3381 -3.7011
H -0.7560 0.5756 -4.9251
H -2.9787 0.3677 -3.6965
H -2.8957 0.0190 -1.2713
N 2.8648 -0.3531 0.7895
P -0.4776 2.1482 0.8640
C -0.8236 3.1244 -0.6407
C 0.2078 3.5588 -1.4829
C -0.0593 4.2067 -2.6746
C -1.3768 4.4373 -3.0591
C -2.4095 4.0246 -2.2350
C -2.1319 3.3801 -1.0337
C 0.6003 3.1650 1.8895
C 1.3927 2.5514 2.8598
C 2.2397 3.3033 3.6596
C 2.3203 4.6772 3.4917
C 1.5439 5.2947 2.5220
C 0.6860 4.5482 1.7286
P 0.5239 -1.7059 1.1836
C 1.4268 -3.3158 1.4252
C 0.7346 -4.3511 2.0575
C 1.3201 -5.5904 2.2379
C 2.6116 -5.8288 1.7797
C 3.2997 -4.8104 1.1453
C 2.7150 -3.5597 0.9707
C -0.2709 -2.5694 -0.3347
C -1.6359 -2.7337 -0.1515
C -2.4280 -3.4162 -1.0776
C -1.8419 -3.9348 -2.2144
C -0.4655 -3.7995 -2.4060
C 0.3089 -3.1450 -1.4702
H 2.8177 -0.7607 1.7333
H 1.2373 3.3789 -1.2027
H 0.7568 4.5251 -3.3094
H -1.5893 4.9418 -3.9917
H -3.4381 4.2102 -2.5154
H -2.9500 3.0842 -0.3848
H 1.3567 1.4827 2.9818
H 2.8452 2.8057 4.4059
H 2.9875 5.2638 4.1087
H 1.5964 6.3663 2.3841
H 0.0756 5.0442 0.9843
H -0.2787 -4.1985 2.4128
H 0.7630 -6.3726 2.7356
H 3.0703 -6.7975 1.9169
H 4.3037 -4.9808 0.7792
H 3.2846 -2.7915 0.4637
H -2.1188 -2.3475 0.7575
H -3.4878 -3.5366 -0.9074
H -2.4438 -4.4563 -2.9460
H -0.0035 -4.2288 -3.2853
H 1.3799 -3.0917 -1.6171
C -4.6509 -0.3317 2.9548
Si -4.0467 -0.1377 1.1992
C -4.8500 1.4259 0.5347
C -4.8242 -1.5549 0.2377
H -5.7441 -0.3484 2.9447
H -4.3252 0.4917 3.5901
H -4.2922 -1.2541 3.4108
H -5.9355 1.3014 0.5894
H -4.5936 1.6508 -0.5010
H -4.5756 2.2927 1.1364
H -5.9079 -1.4150 0.2822
H -4.5944 -2.5204 0.6882
H -4.5351 -1.6040 -0.8108
*
```

In the Mulliken picture, each atom carries the following charge in e: -0.599, -0.334, 0.373, -0.532, -1.161, 1.358, 0.767, -1.183, -0.040, -0.899, -0.558, -0.811, 0.087, 0.402, -1.250, -1.009, -1.143, -0.484, 2.560, 0.200, 0.277, 0.524, 0.448, 0.384, 0.444, 0.386, 0.547, 0.425, 0.535, -0.637, -1.271, 0.698, 0.074, 0.211, -0.760, -0.561, -0.552, -0.557, 0.554, 0.087, -0.799, -0.576, -0.596, -0.722, 1.522, 0.757, -0.606, -0.685, -0.636, -0.740, -0.533, 0.896, -0.131, -0.701, -0.940, -0.769, -0.693, 0.398, 0.279, 0.436, 0.387, 0.432, 0.482, 0.215, 0.416, 0.375, 0.408, 0.419, 0.395, 0.402, 0.381, 0.431, 0.334, 0.525, 0.507, 0.422, 0.448, 0.417, -1.380, 1.165, -1.493, -1.482, 0.365, 0.338, 0.361, 0.516, 0.415, 0.305, 0.597, 0.303, 0.432

Q: Which value of total energy does entry 2 give?
A: -109999.5225 eV